# C2H3NO2

An isolated molecule of C2H3NO2 at a distorted geometry (ωB97M-V with the def2-TZVPD basis set, the OMol25 dataset).

total charge = 0
structure (SMILES) = O=C1CN1O
E_HOMO = -0.35574 Eh
E_LUMO = 0.0067 Ha

Each atom is followed by the atoms it is bonded to, with distances in Å.
Cartesian coordinates (Å):
1 O 0.70 -2.01 0.09  C2 1.197
2 C 0.43 -0.85 0.16  O1 1.197, C3 1.443, N4 1.378
3 C 0.05 0.31 0.93  C2 1.443, N4 1.420, H6 1.097, H7 1.156
4 N 0.24 0.36 -0.48  C2 1.378, C3 1.420, O5 1.537
5 O -0.82 0.76 -1.51  N4 1.537, H8 0.988
6 H -0.95 0.30 1.38  C3 1.097
7 H 0.73 0.84 1.70  C3 1.156
8 H -0.38 0.29 -2.26  O5 0.988

=====

# C2H3NO2

An isolated molecule of C2H3NO2 (ωB97M-V with the def2-TZVPD basis set, the OMol25 dataset).

total charge = 0
structure (SMILES) = O=CNC=O
E_HOMO = -0.38359 Eh
E_LUMO = 0.0245 Ha

Each atom is followed by the atoms it is bonded to, with distances in Å.
Cartesian coordinates (Å):
1 O -0.96 0.84 1.36  C2 1.208
2 C 0.10 0.90 0.79  O1 1.208, N3 1.381, H6 1.100
3 N 0.50 0.02 -0.19  C2 1.381, C4 1.396, H7 1.012
4 C -0.38 -0.97 -0.63  N3 1.396, O5 1.202, H8 1.096
5 O -0.37 -1.42 -1.74  C4 1.202
6 H 0.85 1.69 1.00  C2 1.100
7 H 1.31 0.22 -0.77  N3 1.012
8 H -1.05 -1.29 0.18  C4 1.096

=====

# C2H3NO2

A cluster of 2 separate species, C2H3NO2 in total at a distorted geometry (ωB97M-V with the def2-TZVPD basis set, the OMol25 dataset).

total charge = 0
E_HOMO (spin up / spin down) = -0.31783 / -0.31790 Eh
E_LUMO (spin up / spin down) = -0.0005 / -0.0005 Ha

Each atom is followed by the atoms it is bonded to, with distances in Å.
Cartesian coordinates (Å):
1 C -0.80 0.54 -0.15  N3 1.252, H6 1.127, H7 1.070
2 C 1.61 -0.96 -0.01  O5 1.204, H8 1.033
3 N -0.47 -0.65 0.00  C1 1.252, O4 1.202
4 O -1.04 -1.71 0.00  N3 1.202
5 O 2.23 0.07 0.03  C2 1.204
6 H -1.90 0.73 0.03  C1 1.127
7 H 0.05 1.15 -0.36  C1 1.070
8 H 1.88 -1.95 -0.13  C2 1.033

=====

# C2H3NO2

An isolated molecule of C2H3NO2 at a distorted geometry (ωB97M-V with the def2-TZVPD basis set, the OMol25 dataset).

total charge = 0
structure (SMILES) = C=NC(=O)O
E_HOMO = -0.35624 Eh
E_LUMO = -0.0075 Ha

Each atom is followed by the atoms it is bonded to, with distances in Å.
Cartesian coordinates (Å):
1 C 0.55 -1.62 0.06  N2 1.328, H6 1.045, H7 1.061
2 N 0.08 -0.38 0.01  C1 1.328, C3 1.377
3 C -0.69 0.77 -0.02  N2 1.377, O4 1.168, O5 1.347
4 O -1.70 1.26 0.29  C3 1.168
5 O 0.30 1.59 -0.39  C3 1.347, H8 1.075
6 H 0.55 -2.26 0.88  C1 1.045
7 H 1.18 -1.81 -0.77  C1 1.061
8 H -0.26 2.44 -0.06  O5 1.075

=====

# C2H3NO2S

An isolated molecule of C2H3NO2S at a distorted geometry (ωB97M-V with the def2-TZVPD basis set, the OMol25 dataset).

total charge = 0
structure (SMILES) = [H]/N=C/C=S(=O)=O
E_HOMO (spin up / spin down) = -0.37484 / -0.34848 Eh
E_LUMO (spin up / spin down) = -0.0862 / -0.0867 Ha

Each atom is followed by the atoms it is bonded to, with distances in Å.
Cartesian coordinates (Å):
1 H -1.42 -0.90 -0.02  N2 1.017
2 N -1.02 0.01 0.19  H1 1.017, C3 1.290
3 C 0.22 -0.04 -0.15  N2 1.290, C4 1.326, H8 1.067
4 C 1.14 0.89 0.06  C3 1.326, S5 2.024, H9 1.172
5 S 2.92 -0.03 -0.25  C4 2.024, O6 1.435, O7 1.443
6 O 3.95 0.90 0.10  S5 1.435
7 O 2.91 -1.34 0.36  S5 1.443
8 H 0.60 -1.03 -0.30  C3 1.067
9 H 1.43 2.01 -0.10  C4 1.172

=====

# C2H3NO2S

A cluster of 2 separate species, C2H3NO2S in total at a distorted geometry (ωB97M-V with the def2-TZVPD basis set, the OMol25 dataset).

total charge = 0
E_HOMO (spin up / spin down) = -0.37678 / -0.32269 Eh
E_LUMO (spin up / spin down) = -0.0754 / -0.0529 Ha

Each atom is followed by the atoms it is bonded to, with distances in Å.
Cartesian coordinates (Å):
1 C 1.68 -0.46 0.10  H7 1.023, H8 1.074
2 C -0.35 0.30 0.25  N3 1.387, S6 1.718
3 N -1.32 -0.62 -0.14  C2 1.387, O4 1.239, O5 1.224
4 O -0.96 -1.81 -0.17  N3 1.239
5 O -2.43 -0.14 -0.32  N3 1.224
6 S -0.57 1.83 -0.49  C2 1.718, H9 1.352
7 H 2.25 -0.34 0.94  C1 1.023
8 H 1.37 -1.44 -0.22  C1 1.074
9 H 0.33 2.67 0.06  S6 1.352

=====

# C2H3NO2S

An isolated molecule of C2H3NO2S at a distorted geometry (ωB97M-V with the def2-TZVPD basis set, the OMol25 dataset).

total charge = 0
E_HOMO (spin up / spin down) = -0.33175 / -0.33177 Eh
E_LUMO (spin up / spin down) = -0.0012 / -0.0011 Ha

Each atom is followed by the atoms it is bonded to, with distances in Å.
Cartesian coordinates (Å):
1 C -1.66 -0.55 -0.14  N3 1.196, O4 1.168
2 C 1.36 -0.34 0.45  S6 1.632, H7 1.072, H8 1.069
3 N -1.63 0.63 0.09  C1 1.196, O5 1.317
4 O -1.99 -1.67 -0.18  C1 1.168
5 O -0.80 1.65 -0.01  N3 1.317, S6 1.935
6 S 1.06 1.15 -0.16  C2 1.632, O5 1.935, H9 1.355
7 H 1.13 -1.24 -0.07  C2 1.072
8 H 1.77 -0.40 1.44  C2 1.069
9 H 0.77 0.78 -1.43  S6 1.355

=====

# C2H3NO2S

An isolated molecule of C2H3NO2S at a distorted geometry (ωB97M-V with the def2-TZVPD basis set, the OMol25 dataset).

total charge = 0
structure (SMILES) = O=CN(S)C=O
E_HOMO = -0.34460 Eh
E_LUMO = -0.0023 Ha

Each atom is followed by the atoms it is bonded to, with distances in Å.
Cartesian coordinates (Å):
1 O 0.86 -1.63 1.67  C2 1.122
2 C 0.69 -1.21 0.64  O1 1.122, N3 1.334, H7 1.235
3 N 0.00 -0.11 0.32  C2 1.334, S4 1.928, C5 1.454
4 S -1.22 0.89 1.42  N3 1.928, H8 1.633
5 C -0.10 0.45 -1.01  N3 1.454, O6 1.247, H9 1.214
6 O -0.64 1.58 -1.06  C5 1.247
7 H 0.87 -1.72 -0.47  C2 1.235
8 H -0.85 2.04 0.32  S4 1.633
9 H 0.39 -0.29 -1.84  C5 1.214

=====

# C2H3NO2S

An isolated molecule of C2H3NO2S at a distorted geometry (ωB97M-V with the def2-TZVPD basis set, the OMol25 dataset).

total charge = 0
structure (SMILES) = O=C(S)/C=N/O
E_HOMO = -0.37634 Eh
E_LUMO = -0.0002 Ha

Each atom is followed by the atoms it is bonded to, with distances in Å.
Cartesian coordinates (Å):
1 O -0.78 -1.67 -0.43  C2 1.179
2 C -0.04 -0.80 -0.71  O1 1.179, S3 1.742, C4 1.510
3 S 1.05 -0.82 -2.07  C2 1.742, H7 1.375
4 C 0.16 0.44 0.14  C2 1.510, N5 1.277, H8 1.125
5 N -0.63 0.51 1.14  C4 1.277, O6 1.372
6 O -0.47 1.70 1.81  N5 1.372, H9 0.965
7 H 0.82 -2.15 -2.35  S3 1.375
8 H 0.94 1.22 -0.09  C4 1.125
9 H -1.06 1.58 2.56  O6 0.965

=====

# C2H3NO2S

A cluster of 2 separate species, C2H3NO2S in total at a distorted geometry (ωB97M-V with the def2-TZVPD basis set, the OMol25 dataset).

total charge = 0
E_HOMO = -0.32450 Eh
E_LUMO = -0.0479 Ha

Each atom is followed by the atoms it is bonded to, with distances in Å.
Cartesian coordinates (Å):
1 C -1.18 0.33 -0.47  C2 1.319, N3 1.204
2 C -1.63 0.12 -1.69  C1 1.319, H7 1.090, H8 1.031
3 N -0.74 0.23 0.65  C1 1.204, H9 1.084
4 O 2.94 0.23 0.74  S6 1.454
5 O 2.00 -1.11 2.64  S6 1.440
6 S 2.43 -1.03 1.27  O4 1.454, O5 1.440
7 H -2.61 0.55 -1.92  C2 1.090
8 H -1.10 -0.18 -2.52  C2 1.031
9 H -0.12 0.85 1.29  N3 1.084

=====

# C2H3NO2S

A cluster of 2 separate species, C2H3NO2S in total at a distorted geometry (ωB97M-V with the def2-TZVPD basis set, the OMol25 dataset).

total charge = 0
E_HOMO (spin up / spin down) = -0.30418 / -0.32595 Eh
E_LUMO (spin up / spin down) = 0.0092 / 0.0119 Ha

Each atom is followed by the atoms it is bonded to, with distances in Å.
Cartesian coordinates (Å):
1 C 2.52 -0.77 0.84  O4 1.157, S6 1.555
2 C -1.78 -0.33 -0.77  O5 1.263, H7 1.032, H8 1.073
3 N -0.74 1.22 0.48  O5 1.295, H9 1.038
4 O 1.89 -1.49 1.49  C1 1.157
5 O -1.01 0.66 -0.66  C2 1.263, N3 1.295
6 S 3.41 0.19 0.00  C1 1.555
7 H -1.74 -0.84 -1.67  C2 1.032
8 H -2.27 -0.75 0.08  C2 1.073
9 H -0.27 2.11 0.23  N3 1.038

=====

# C2H3NO2S

An isolated molecule of C2H3NO2S at a distorted geometry (ωB97M-V with the def2-TZVPD basis set, the OMol25 dataset).

total charge = 0
structure (SMILES) = O=C1ON1CS
E_HOMO = -0.36420 Eh
E_LUMO = 0.0174 Ha

Each atom is followed by the atoms it is bonded to, with distances in Å.
Cartesian coordinates (Å):
1 O 2.68 0.82 -0.30  C2 1.164
2 C 1.88 0.02 -0.04  O1 1.164, O3 1.311, N4 1.389
3 O 1.54 -1.25 -0.03  C2 1.311, N4 1.514
4 N 0.67 -0.20 0.61  C2 1.389, O3 1.514, C5 1.465
5 C -0.75 -0.22 0.27  N4 1.465, S6 1.829, H7 1.097, H8 1.090
6 S -1.41 1.42 -0.19  C5 1.829, H9 1.339
7 H -0.89 -0.88 -0.59  C5 1.097
8 H -1.27 -0.62 1.14  C5 1.090
9 H -2.44 0.91 -0.87  S6 1.339

=====

Computed energy relative to the best compared isomer or geometry (same formula, charge and spin) (kcal per mole) in order:
99.0 2.5 118.0 72.3 122.2 230.5 121.4 83.7 61.2 65.5 108.1 88.0
Computed total energy (Eh) in order:
-283.10021 -283.25402 -283.06993 -283.14286 -681.26465 -681.09193 -681.26591 -681.32600 -681.36180 -681.35501 -681.28709 -681.31913